8
Properties=species:S:1:pos:R:3:forces:R:3:lowdin_charge:R:1 method="wB97M-V/def2-TZVPD" energy_ha=-447.920516 total_charge=+1 mol_weight_g_mol=99.03 homo_lumo_gap_ev=10.41
N -1.32378 0.03377 -0.08878 2.6 1.5 0.0 0.3283
C -0.06639 0.39658 -0.05137 1.7 -0.2 0.7 -0.2766
F 0.23314 1.64977 0.09490 -0.3 -0.8 -0.6 0.2573
N 1.02089 -0.40786 0.14835 4.0 2.7 -0.2 0.0880
F 2.47980 0.09914 -0.17626 -5.1 -1.2 0.8 0.0856
F 1.07060 -1.69441 0.05567 -0.7 -0.6 -0.5 0.1827
H -1.53221 -0.93694 -0.06298 -1.0 -0.7 -0.1 0.1574
H -1.88205 0.85995 0.08048 -1.2 -0.5 0.0 0.1775

---

22
Properties=species:S:1:pos:R:3:forces:R:3:lowdin_charge:R:1 method="wB97M-V/def2-TZVPD" energy_ha=-624.019068 total_charge=+1 mol_weight_g_mol=172.16 homo_lumo_gap_ev="8.30 / 7.96"
C 1.10165 -2.91399 -0.81227 2.9 -0.4 0.9 -0.0480
O 0.51476 -2.18865 -1.87951 -0.5 0.5 0.3 -0.0139
C -0.15128 -1.11083 -1.45736 0.7 -0.3 0.8 -0.2297
C -0.05479 -0.41976 -0.24676 -0.7 -0.8 -0.2 0.0567
N -0.93740 0.74794 -0.24489 3.1 -0.9 0.1 -0.4677
C -1.74855 0.86463 0.95714 -2.0 -0.6 2.3 -0.0001
C -0.00154 1.99313 -0.43141 0.9 -0.5 -0.7 0.0685
N -1.66217 0.84792 -1.39198 0.2 -5.5 -5.5 0.2346
C -1.11230 -0.51466 -2.26837 -2.1 6.1 5.9 0.1073
N -1.54306 -0.68042 -3.57448 0.1 -1.5 -1.0 -0.3934
O -1.39127 0.31006 -4.20425 0.0 2.2 -1.7 0.1796
O -1.89865 -1.75971 -3.97626 -0.3 -0.4 0.5 0.1792
H 0.38653 -3.02312 -0.02442 -0.4 0.2 0.7 0.0831
H 2.11099 -2.40676 -0.42222 -2.3 -0.9 -0.9 0.1559
H 1.34452 -3.95691 -1.10146 -0.1 0.9 -0.4 0.1155
H 0.30217 -0.72347 0.73874 0.3 0.1 -0.6 0.1544
H -2.42884 1.72254 0.77076 0.2 -0.7 0.3 0.1182
H -2.33303 -0.13459 1.12525 1.0 2.0 -0.5 0.1559
H -1.15811 1.09596 1.90858 -0.4 -0.4 -1.6 0.1366
H 0.61411 1.69977 -1.33909 -0.7 0.5 1.1 0.1257
H -0.74002 2.78687 -0.78441 1.5 -0.5 1.4 0.1357
H 0.70666 1.98664 0.48315 -1.6 0.9 -1.4 0.1458